Record 1
The following is a DFT calculation (the ωB97M-V functional and the def2-TZVPD basis) of C48H55BN4OP2SSi2Sr as an isolated structure.

Element x y z (Å)
Sr1 -0.77 -0.13 -0.11
C1 1.34 -1.93 -0.16
P1 1.12 -1.95 1.71
C2 2.90 -2.01 2.15
C3 3.30 -1.16 3.17
C4 4.63 -1.12 3.58
C5 5.57 -1.92 2.96
C6 5.18 -2.76 1.93
C7 3.86 -2.80 1.52
C8 0.48 -3.63 2.04
C9 1.22 -4.80 2.13
C10 0.60 -6.01 2.41
C11 -0.78 -6.06 2.60
C12 -1.52 -4.89 2.52
C13 -0.90 -3.69 2.24
C14 2.07 -0.65 -0.44
C15 3.35 -0.52 -0.96
C16 3.71 0.83 -0.76
C17 2.64 1.42 -0.09
C18 2.40 2.84 0.33
P2 1.72 2.89 2.05
C19 3.23 2.77 3.08
C20 3.04 2.48 4.44
C21 4.10 2.44 5.32
C22 5.39 2.67 4.87
C23 5.61 2.92 3.52
C24 4.54 2.97 2.64
C25 1.41 4.70 2.19
C26 2.10 5.57 3.04
C27 1.74 6.91 3.13
C28 0.69 7.41 2.38
C29 -0.01 6.55 1.54
C30 0.34 5.21 1.45
N1 1.66 0.52 0.12
H1 0.40 -2.10 -0.69
H2 1.95 -2.79 -0.43
H3 2.58 -0.51 3.64
H4 4.93 -0.44 4.37
H5 6.61 -1.88 3.26
H6 5.92 -3.38 1.42
H7 3.58 -3.44 0.69
H8 2.30 -4.77 2.01
H9 1.19 -6.92 2.48
H10 -1.26 -7.00 2.82
H11 -2.59 -4.92 2.68
H12 -1.48 -2.77 2.21
H13 3.93 -1.29 -1.43
H14 4.62 1.33 -1.07
H15 1.64 3.31 -0.30
H16 3.30 3.45 0.24
H17 2.03 2.29 4.79
H18 3.93 2.23 6.37
H19 6.23 2.64 5.55
H20 6.61 3.08 3.15
H21 4.72 3.16 1.59
H22 2.93 5.21 3.63
H23 2.30 7.57 3.79
H24 0.41 8.45 2.45
H25 -0.85 6.92 0.96
H26 -0.25 4.54 0.84
O1 -1.98 0.14 2.08
N2 -2.21 1.21 2.79
C31 -2.43 1.05 4.11
C32 -2.65 2.10 4.95
C33 -2.66 3.39 4.40
C34 -2.45 3.55 3.06
C35 -2.23 2.45 2.20
S1 -2.00 2.62 0.52
H27 -2.40 0.01 4.42
H28 -2.82 1.92 6.00
H29 -2.82 4.26 5.03
H30 -2.44 4.53 2.60
C36 -4.62 -2.28 3.19
Si1 -5.43 -2.82 1.56
C37 -7.24 -2.26 1.72
C38 -5.71 -4.70 1.77
C39 -4.59 -2.15 0.07
C40 -3.52 -2.76 -0.63
C41 -3.19 -4.16 -0.56
C42 -2.25 -4.71 -1.38
C43 -1.57 -3.92 -2.32
C44 -1.86 -2.57 -2.29
N3 -2.74 -1.99 -1.46
Si2 -5.21 -0.48 -0.44
C45 -7.00 -0.61 -1.08
C46 -5.24 0.76 1.00
C47 -4.38 0.42 -1.86
H31 -5.16 -2.68 4.05
H32 -4.61 -1.19 3.26
H33 -3.58 -2.61 3.24
H34 -7.61 -2.62 2.68
H35 -7.85 -2.71 0.94
H36 -7.40 -1.18 1.68
H37 -6.30 -4.83 2.69
H38 -4.82 -5.31 1.87
H39 -6.30 -5.10 0.94
H40 -3.72 -4.79 0.12
H41 -2.04 -5.78 -1.30
H42 -0.84 -4.32 -3.00
H43 -1.33 -1.89 -2.94
H44 -7.68 -1.16 -0.43
H45 -6.99 -1.11 -2.05
H46 -7.41 0.40 -1.23
H47 -5.88 0.47 1.83
H48 -5.59 1.73 0.63
H49 -4.23 0.91 1.38
H50 -4.36 -0.20 -2.75
H51 -3.36 0.76 -1.66
H52 -4.98 1.32 -2.07
B1 -0.01 1.35 -5.11
C48 -0.42 1.24 -3.59
N4 -0.74 1.15 -2.48
H53 -0.34 2.46 -5.50
H54 1.20 1.21 -5.19
H55 -0.59 0.48 -5.72

## Properties
frontier orbital gap: 5.41 eV
DFT total energy: -3871.98633 Eh
lowest unoccupied orbital energy: 3.812 eV
max |F|: 2.064 eV/Å
spin multiplicity: 1
charge: -2

Record 2
The following is a DFT calculation (the ωB97M-V functional and the def2-TZVPD basis) of C48H55CeF6N6O9S2Si as an isolated structure.

Element x y z (Å)
Ce1 0.74 -0.33 -0.02
C1 -0.45 1.61 2.78
C2 -1.28 2.25 1.66
N1 -1.00 1.66 0.35
C3 -1.11 2.63 -0.74
C4 0.06 3.62 -0.76
S1 1.67 2.82 -0.36
C5 1.82 3.36 1.40
C6 1.89 2.25 2.45
N2 0.88 1.20 2.30
H1 -0.37 2.31 3.62
H2 -0.95 0.71 3.14
H3 -2.34 2.15 1.92
H4 -1.06 3.32 1.61
H5 -1.70 0.94 0.14
H6 -1.09 2.09 -1.68
H7 -2.05 3.19 -0.67
H8 0.18 4.01 -1.76
H9 -0.10 4.45 -0.08
H10 2.74 3.94 1.44
H11 0.99 4.02 1.61
H12 2.87 1.77 2.40
H13 1.82 2.73 3.43
H14 1.21 0.41 2.86
O1 -1.90 -0.20 -1.53
H15 -1.78 -1.16 -1.39
H16 -1.12 0.04 -2.07
O2 0.80 -2.32 1.17
H17 1.60 -2.88 1.09
H18 0.21 -2.58 0.40
O3 2.00 -2.04 -1.46
H19 2.93 -2.26 -1.61
H20 1.59 -1.87 -2.32
C7 -2.39 5.86 3.38
C8 -3.24 4.75 2.84
C9 -3.61 3.68 3.64
C10 -4.40 2.65 3.15
C11 -4.85 2.68 1.83
N3 -5.68 1.71 1.27
C12 -6.28 0.61 1.86
O4 -7.45 0.36 1.66
N4 -5.53 -0.19 2.70
C13 -4.22 -0.63 2.64
C14 -3.79 -1.48 3.67
C15 -2.50 -1.96 3.65
C16 -1.66 -1.58 2.62
N5 -2.05 -0.78 1.62
C17 -3.30 -0.34 1.63
C18 -4.50 3.77 1.03
C19 -3.71 4.79 1.53
H21 -1.78 5.52 4.21
H22 -3.02 6.68 3.74
H23 -1.74 6.27 2.60
H24 -3.27 3.64 4.66
H25 -4.68 1.84 3.80
H26 -6.26 2.06 0.52
H27 -6.14 -0.82 3.21
H28 -4.47 -1.75 4.46
H29 -2.14 -2.62 4.42
H30 -0.64 -1.93 2.59
H31 -3.62 0.26 0.78
H32 -4.86 3.82 0.01
H33 -3.45 5.62 0.89
O5 0.59 0.31 -2.25
Si1 1.06 0.58 -3.74
C20 0.63 -0.94 -4.84
C21 1.61 -1.84 -5.24
C22 1.32 -2.95 -6.01
C23 0.01 -3.18 -6.41
C24 -0.99 -2.31 -6.01
C25 -0.68 -1.21 -5.23
C26 2.95 0.71 -3.88
C27 3.61 0.96 -5.08
C28 4.99 1.02 -5.14
C29 5.74 0.82 -4.00
C30 5.10 0.56 -2.80
C31 3.72 0.52 -2.75
C32 0.31 2.17 -4.49
C33 1.11 3.24 -4.85
C34 0.58 4.37 -5.45
C35 -0.78 4.45 -5.70
C36 -1.60 3.41 -5.31
C37 -1.06 2.29 -4.71
H34 2.64 -1.65 -4.96
H35 2.11 -3.62 -6.31
H36 -0.22 -4.04 -7.02
H37 -2.01 -2.49 -6.31
H38 -1.47 -0.54 -4.93
H39 3.02 1.10 -5.98
H40 5.48 1.23 -6.08
H41 6.82 0.87 -4.04
H42 5.68 0.40 -1.89
H43 3.20 0.36 -1.80
H44 2.17 3.19 -4.66
H45 1.23 5.18 -5.74
H46 -1.20 5.32 -6.18
H47 -2.67 3.46 -5.50
H48 -1.72 1.49 -4.41
C38 -0.72 -4.01 -2.81
C39 -1.14 -3.65 -1.37
O6 -0.67 -2.46 -0.92
C40 -0.63 -4.78 -0.45
F1 0.71 -4.78 -0.43
F2 -1.00 -6.02 -0.82
F3 -1.02 -4.62 0.82
C41 -2.69 -3.64 -1.27
F4 -3.09 -3.15 -0.09
F5 -3.28 -4.85 -1.40
F6 -3.24 -2.86 -2.21
H49 0.36 -4.16 -2.83
H50 -0.97 -3.19 -3.48
H51 -1.22 -4.92 -3.13
O7 4.10 2.00 0.05
C42 4.13 0.92 0.63
N6 3.16 -0.01 0.59
S2 3.44 -1.18 1.69
O8 3.46 -2.49 1.08
O9 2.52 -1.02 2.80
C43 5.06 -0.64 2.19
C44 5.98 -1.17 3.07
C45 7.15 -0.45 3.27
C46 7.38 0.75 2.61
C47 6.44 1.26 1.72
C48 5.28 0.54 1.51
H52 5.80 -2.10 3.58
H53 7.89 -0.82 3.96
H54 8.29 1.29 2.80
H55 6.61 2.19 1.19

## Properties
frontier orbital gap (alpha / beta): 8.61 / 8.73 eV
DFT total energy: -5028.34668 Eh
lowest unoccupied orbital energy (alpha / beta): 0.097 / 0.098 eV
max |F|: 3.070 eV/Å
spin multiplicity: 2
expectation value of S²: 0.75

Record 3
The following is a DFT calculation (the ωB97M-V functional and the def2-TZVPD basis) of C48H55F9NO4PSSiW as an isolated structure.

Element x y z (Å)
W1 -0.28 0.55 0.93
C1 2.61 -2.06 3.28
C2 3.19 -1.18 4.18
C3 2.73 0.12 4.22
C4 1.72 0.52 3.36
N1 1.22 -0.31 2.43
C5 1.64 -1.59 2.43
C6 1.05 1.83 3.42
C7 1.30 2.74 4.43
C8 0.58 3.92 4.49
C9 -0.40 4.17 3.54
C10 -0.64 3.25 2.53
C11 0.07 2.05 2.44
H1 2.90 -3.10 3.24
H2 3.98 -1.50 4.85
H3 3.14 0.83 4.92
H4 1.17 -2.24 1.70
H5 2.05 2.54 5.19
H6 0.77 4.64 5.29
H7 -0.98 5.08 3.58
H8 -1.42 3.48 1.82
C12 -4.21 -2.92 -1.62
C13 -3.72 -1.48 -1.67
C14 -4.59 -0.57 -0.79
C15 -3.72 -0.96 -3.10
O1 -2.38 -1.42 -1.12
Si1 -1.03 -2.23 -1.53
S1 0.57 -1.29 -0.50
O2 -0.92 -2.10 -3.16
C16 -0.33 -2.92 -4.18
C17 1.14 -3.15 -3.86
C18 -1.08 -4.24 -4.29
C19 -0.51 -2.15 -5.48
O3 -1.06 -3.85 -1.28
C20 -0.71 -4.78 -0.24
C21 0.80 -4.94 -0.20
C22 -1.25 -4.31 1.09
C23 -1.37 -6.09 -0.65
H9 -5.24 -2.98 -1.97
H10 -4.16 -3.30 -0.60
H11 -3.59 -3.57 -2.25
H12 -5.51 -1.06 -0.49
H13 -4.84 0.36 -1.30
H14 -4.04 -0.32 0.11
H15 -4.75 -0.93 -3.46
H16 -3.14 -1.60 -3.76
H17 -3.32 0.05 -3.13
H18 1.25 -3.80 -2.99
H19 1.63 -2.20 -3.63
H20 1.65 -3.61 -4.71
H21 -1.04 -4.79 -3.35
H22 -0.63 -4.86 -5.07
H23 -2.12 -4.07 -4.55
H24 -0.06 -1.16 -5.42
H25 -1.57 -2.01 -5.68
H26 -0.07 -2.69 -6.32
H27 1.29 -4.00 0.03
H28 1.17 -5.29 -1.17
H29 1.08 -5.68 0.55
H30 -0.94 -3.28 1.29
H31 -0.90 -4.95 1.89
H32 -2.34 -4.34 1.08
H33 -0.97 -6.44 -1.60
H34 -2.44 -5.96 -0.75
H35 -1.18 -6.86 0.11
C24 4.05 3.71 -1.48
C25 3.38 2.61 -2.28
C26 4.00 2.29 -3.48
C27 3.51 1.33 -4.35
C28 2.34 0.67 -4.02
C29 1.70 0.95 -2.83
C30 2.22 1.89 -1.93
P1 1.24 2.13 -0.38
C31 2.46 2.83 0.79
C32 2.26 4.09 1.36
C33 3.16 4.59 2.28
C34 4.26 3.84 2.65
C35 4.45 2.59 2.09
C36 3.57 2.06 1.15
C37 3.88 0.72 0.54
C38 0.07 3.43 -0.86
C39 0.44 4.61 -1.50
C40 -0.52 5.57 -1.81
C41 -1.85 5.33 -1.49
C42 -2.22 4.13 -0.90
C43 -1.27 3.16 -0.59
C44 -1.69 1.84 0.01
H36 4.65 4.31 -2.16
H37 4.72 3.32 -0.72
H38 3.35 4.37 -0.98
H39 4.90 2.84 -3.75
H40 4.03 1.12 -5.27
H41 1.93 -0.06 -4.69
H42 0.79 0.42 -2.58
H43 1.39 4.67 1.08
H44 2.98 5.57 2.72
H45 4.97 4.22 3.37
H46 5.32 1.99 2.38
H47 4.43 0.10 1.25
H48 4.49 0.82 -0.36
H49 2.98 0.16 0.24
H50 1.48 4.80 -1.75
H51 -0.22 6.49 -2.30
H52 -2.60 6.07 -1.73
H53 -3.27 3.94 -0.68
H54 -1.75 1.07 -0.80
H55 -2.69 1.89 0.43
F1 -3.69 -2.14 1.99
C45 -3.84 -1.20 2.91
F2 -4.39 -1.78 3.99
F3 -4.74 -0.31 2.44
C46 -2.47 -0.49 3.22
O4 -1.76 -0.41 2.06
C47 -1.72 -1.32 4.31
F4 -1.65 -2.61 3.94
F5 -0.48 -0.89 4.50
F6 -2.33 -1.28 5.50
C48 -2.80 0.91 3.84
F7 -3.84 0.84 4.69
F8 -1.77 1.40 4.54
F9 -3.12 1.78 2.89

## Properties
frontier orbital gap (alpha / beta): 6.75 / 7.78 eV
DFT total energy: -4213.01369 Eh
lowest unoccupied orbital energy (alpha / beta): -0.249 / -0.621 eV
max |F|: 0.708 eV/Å
spin multiplicity: 3
expectation value of S²: 2.02

Record 4
The following is a DFT calculation (the ωB97M-V functional and the def2-TZVPD basis) of C48H56FFeN5O5S3Sb as an isolated structure.

Element x y z (Å)
Fe1 -1.19 0.72 -0.50
F1 5.15 1.75 1.88
C1 4.17 1.07 2.51
C2 3.00 0.85 1.85
C3 1.97 0.11 2.45
C4 0.73 -0.07 1.70
O1 0.64 0.43 0.55
C5 -0.28 -0.81 2.37
C6 -0.01 -1.32 3.61
N1 1.13 -1.16 4.31
C7 1.17 -1.87 5.59
C8 2.37 -2.52 6.19
C9 1.72 -1.33 6.86
C10 2.16 -0.41 3.74
C11 3.36 -0.13 4.41
C12 4.37 0.60 3.82
N2 5.55 0.86 4.56
C13 6.27 -0.27 5.15
C14 6.69 0.12 6.57
N3 6.85 1.62 6.60
C15 7.48 2.12 5.33
C16 6.47 1.92 4.19
C17 -1.65 -1.14 1.81
O2 -2.35 -1.91 2.43
O3 -1.99 -0.55 0.72
H1 2.86 1.24 0.85
H2 -0.79 -1.91 4.07
H3 0.25 -2.42 5.69
H4 3.32 -2.40 5.70
H5 2.22 -3.50 6.62
H6 2.22 -0.37 6.86
H7 1.14 -1.51 7.75
H8 3.51 -0.44 5.42
H9 7.14 -0.53 4.54
H10 5.63 -1.15 5.19
H11 7.64 -0.32 6.86
H12 5.93 -0.13 7.31
H13 7.40 1.91 7.41
H14 5.92 2.04 6.68
H15 8.38 1.53 5.19
H16 7.75 3.16 5.46
H17 7.03 1.72 3.27
H18 5.90 2.84 4.03
S1 -2.89 0.64 -2.31
C18 -2.76 -0.83 -3.12
N4 -3.55 -1.14 -4.13
C19 -3.34 -2.35 -4.92
C20 -3.03 -3.48 -3.97
N5 -1.86 -3.09 -3.18
C21 -0.90 -4.18 -2.92
C22 -0.16 -4.53 -4.18
C23 0.61 -3.57 -4.83
C24 1.29 -3.88 -6.00
C25 1.20 -5.17 -6.53
C26 0.44 -6.13 -5.88
C27 -0.24 -5.81 -4.72
C28 -1.70 -1.86 -2.73
S2 -0.42 -1.42 -1.74
C29 -4.71 -0.32 -4.54
C30 -5.99 -1.07 -4.26
C31 -6.80 -1.51 -5.29
C32 -7.96 -2.22 -5.02
C33 -8.31 -2.50 -3.71
C34 -7.50 -2.06 -2.67
C35 -6.35 -1.35 -2.94
H19 -2.52 -2.20 -5.62
H20 -4.25 -2.56 -5.47
H21 -2.77 -4.38 -4.52
H22 -3.87 -3.68 -3.32
H23 -1.48 -5.03 -2.56
H24 -0.24 -3.86 -2.13
H25 0.69 -2.57 -4.41
H26 1.89 -3.13 -6.49
H27 1.73 -5.41 -7.44
H28 0.37 -7.13 -6.29
H29 -0.84 -6.57 -4.21
H30 -4.60 -0.11 -5.60
H31 -4.67 0.62 -3.99
H32 -6.53 -1.29 -6.32
H33 -8.60 -2.55 -5.83
H34 -9.22 -3.05 -3.49
H35 -7.78 -2.26 -1.64
H36 -5.72 -1.00 -2.12
C36 0.68 4.66 -4.07
C37 -0.16 3.43 -3.74
Sb1 0.61 2.19 -2.17
C38 2.16 1.08 -3.15
C39 2.90 1.79 -4.28
C40 1.68 3.61 -0.95
C41 3.15 3.82 -1.28
H37 0.26 5.19 -4.93
H38 1.71 4.39 -4.33
H39 0.72 5.36 -3.24
H40 -0.30 2.78 -4.61
H41 -1.16 3.72 -3.41
H42 1.66 0.18 -3.51
H43 2.84 0.75 -2.36
H44 2.21 2.14 -5.05
H45 3.60 1.11 -4.76
H46 3.47 2.65 -3.93
H47 1.55 3.24 0.07
H48 1.12 4.54 -1.01
H49 3.71 2.88 -1.30
H50 3.62 4.47 -0.54
H51 3.28 4.29 -2.26
O4 -5.82 4.38 5.54
C42 -5.61 3.17 4.98
O5 -6.13 2.19 5.44
C43 -4.69 3.11 3.79
C44 -4.29 4.23 3.06
C45 -3.44 4.09 1.98
C46 -2.97 2.83 1.62
S3 -1.86 2.73 0.26
C47 -3.38 1.71 2.34
C48 -4.24 1.85 3.41
H52 -5.29 5.06 5.12
H53 -4.66 5.22 3.30
H54 -3.14 4.96 1.41
H55 -3.05 0.73 2.03
H56 -4.58 0.99 3.97

## Properties
frontier orbital gap (alpha / beta): 6.72 / 6.51 eV
DFT total energy: -5310.60595 Eh
lowest unoccupied orbital energy (alpha / beta): -4.873 / -5.110 eV
max |F|: 0.593 eV/Å
spin multiplicity: 6
charge: +2
expectation value of S²: 8.78